C26H40N4O2 | ωB97M-V/def2-TZVPD

Its multiplicity is 1. The calculation puts the highest occupied orbital energy at -8.44 eV. Its net charge is 0. The energy above the lowest of the compared OMol25 structures with the same formula, charge and spin comes out at 82.75 kJ/mol. The electronic energy is -37668.476 eV. The calculation puts the largest force on an atom at 0.55 eV/Å.

Geometry as XYZ:
```
72
Properties=species:S:1:pos:R:3:mulliken_charge:R:1
C -2.3314 -4.2625 -1.8806 -1.55
H -2.3522 -4.3443 -2.9655 0.38
H -3.1110 -3.5709 -1.5736 0.36
H -2.5559 -5.2396 -1.4595 0.43
C -0.9550 -3.7914 -1.4131 0.59
C 0.1038 -4.8128 -1.8237 -1.56
H -0.1931 -5.8074 -1.4984 0.47
H 1.0636 -4.5830 -1.3712 0.33
H 0.2213 -4.8277 -2.9055 0.34
C -0.6591 -2.4039 -1.9929 -0.07
N 0.5979 -1.8329 -1.5424 0.22
C 0.3692 -0.4927 -1.2938 0.01
N -0.8560 -0.1264 -1.2072 -0.64
C -1.6486 -1.3120 -1.4820 -0.73
H -2.4238 -1.0687 -2.2115 0.38
H -2.1357 -1.6412 -0.5568 0.05
N 1.5305 0.1958 -1.2698 0.28
C 1.7338 1.4646 -0.6060 -0.05
H 1.3555 2.2752 -1.2393 0.21
C 1.0418 1.5488 0.7604 -1.31
N -0.3566 1.8569 0.6159 0.39
C -0.9580 2.8490 1.2956 0.74
O -0.3793 3.5507 2.1052 -0.75
C -2.4261 3.0400 0.9444 -1.07
H -2.4732 3.4651 -0.0615 0.46
H -2.8330 3.7781 1.6361 0.36
C -3.2518 1.7515 0.9800 -1.31
H -4.3061 2.0145 0.8577 0.54
H -2.9730 1.1176 0.1353 0.26
C -3.0856 0.9417 2.2705 1.34
C -3.8812 -0.3619 2.1697 -0.59
C -3.7226 -1.2053 3.4305 -0.73
C -4.1793 -0.4183 4.6542 -0.71
C -3.3854 0.8787 4.7696 -0.77
C -3.5334 1.7226 3.5065 -1.01
H -2.9299 2.6248 3.6095 0.41
H -4.5785 2.0207 3.3875 0.25
H -3.7274 1.4489 5.6361 0.37
H -2.3293 0.6439 4.9211 0.34
H -5.2427 -0.1861 4.5585 0.31
H -4.0479 -1.0196 5.5566 0.35
H -4.3041 -2.1259 3.3384 0.37
H -2.6726 -1.4826 3.5507 0.36
H -3.5442 -0.9294 1.2986 -0.09
H -4.9387 -0.1271 2.0235 0.30
H -2.0258 0.6917 2.3883 0.09
H -0.8574 1.2758 -0.0590 0.32
H 1.1717 0.5958 1.2906 0.16
H 1.4861 2.3486 1.3598 0.54
H 2.8088 1.5971 -0.4800 0.18
C 2.6290 -0.6878 -1.6353 0.38
C 3.5136 -0.1012 -2.7488 -1.23
C 4.4398 0.9862 -2.2810 -0.19
C 4.2736 2.3018 -2.6986 -0.16
C 5.1230 3.3002 -2.2677 -0.82
C 6.1677 2.9982 -1.3995 0.95
C 6.3467 1.6854 -0.9798 -0.66
C 5.4916 0.6934 -1.4221 -0.24
H 5.6508 -0.3247 -1.0963 0.42
H 7.1608 1.4405 -0.3102 0.27
O 6.9838 4.0068 -0.9968 -0.55
H 7.6571 3.6673 -0.3949 0.28
H 4.9963 4.3208 -2.5905 0.42
H 3.4652 2.5489 -3.3706 0.36
H 4.1083 -0.9231 -3.1570 0.33
H 2.8651 0.2796 -3.5397 0.47
H 3.2504 -0.9000 -0.7526 0.26
C 1.9101 -1.9703 -2.1173 -0.95
H 2.4166 -2.8721 -1.7661 0.31
H 1.8646 -2.0018 -3.2172 0.36
H -0.6774 -2.4636 -3.0948 0.26
H -0.9559 -3.7087 -0.3209 0.22
```